# C3H9NS2

A single C3H9NS2 molecule (the ωB97M-V functional and the def2-TZVPD basis, the Open Molecules 2025 dataset).

XYZ file:
```
15
Properties=species:S:1:pos:R:3:forces:R:3
C 0.017530 1.238209 1.286119 0.65 0.40 1.38
H 0.748066 2.222145 -0.481152 0.07 -1.37 0.58
H -0.075258 0.275249 1.758663 -1.12 -1.12 -0.79
H 2.200453 -1.011203 -0.153714 -2.24 -1.69 0.12
H 1.607467 0.763062 0.112052 0.48 -0.13 -0.77
H 0.603244 1.580338 2.187471 0.78 0.92 -1.67
C 0.609688 1.129772 -0.106410 3.67 4.12 3.56
N -1.130494 2.083318 1.198054 -3.15 -1.31 0.95
H -1.618076 1.825173 0.321654 0.32 0.35 0.36
S -0.195710 0.452558 -1.356776 -2.66 -4.60 -0.91
H -1.805591 1.648253 1.889828 0.65 1.27 -0.73
H 1.588318 -2.288184 1.001242 0.41 -0.10 -0.91
H 1.589265 -2.641798 -0.782650 0.59 -0.61 -0.49
S -0.379874 -1.685173 0.038129 0.51 2.69 -2.40
C 1.420267 -1.907049 -0.036612 1.02 1.18 1.72
```
Forces are in eV/Å.

Its SMILES is CSSCCN. The energy relative to the best compared isomer or geometry (same formula, charge and spin) is 67.3 kcal/mol. The frontier orbital gap is 7.53 eV. The charge is 0. Its LUMO energy is -1.2 eV. The maximum force comes out at 6.566 eV Å⁻¹. Its spin multiplicity is 1. The HOMO energy is -8.75 eV.